C20H70F3O18Y | wB97M-V/def2-TZVPD

```
112
Properties=species:S:1:pos:R:3:forces:R:3:lowdin_charge:R:1
Y 13.897924 30.050599 -28.390294 -2.58 -1.61 -4.38 2.01
C 12.347550 30.217553 -31.299750 -0.03 -1.89 -0.29 -0.39
O 13.555995 29.521493 -31.533008 0.08 0.38 0.20 -0.12
O 12.297312 30.484638 -29.964822 2.05 0.48 2.28 -0.24
C 12.241909 31.395822 -32.273244 0.51 1.19 0.81 -0.54
F 12.356891 31.004190 -33.541113 -0.20 -0.12 0.03 0.16
F 11.078393 32.049461 -32.132144 0.07 -0.28 -0.05 0.15
F 13.228837 32.294019 -32.036404 -0.29 -0.39 -0.14 0.13
C 13.632106 28.566287 -32.589023 0.81 -0.47 -0.24 -0.21
C 15.042674 28.009150 -32.628908 0.16 -0.45 -0.39 -0.04
H 15.327487 27.349750 -31.804545 -0.25 0.29 0.31 0.06
H 15.098814 27.351561 -33.501350 0.12 0.17 -0.09 0.09
H 15.797615 28.786804 -32.753284 -0.07 0.03 -0.01 0.07
H 13.445812 29.022817 -33.560629 -0.23 0.07 0.12 0.12
H 12.959992 27.717504 -32.435882 -0.38 0.26 0.14 0.11
H 11.519985 29.542936 -31.551500 -0.23 0.04 -0.17 0.15
C 17.593765 31.398916 -32.090341 0.39 0.08 0.17 -0.08
O 16.173915 31.304233 -31.864609 0.88 0.01 -0.27 -0.14
H 18.051270 32.217790 -31.530970 -0.22 0.06 0.10 0.10
H 18.059112 30.473916 -31.756041 -0.10 -0.03 -0.09 0.06
H 17.830550 31.551517 -33.141949 -0.12 -0.17 -0.05 0.08
H 15.799765 32.042345 -32.354965 -0.60 -0.12 0.29 0.08
C 15.852702 31.088169 -35.587779 -0.59 -0.52 0.07 -0.17
O 15.938958 31.270658 -36.980365 0.45 0.24 0.03 -0.10
H 16.006895 30.038837 -35.310338 0.05 -0.02 0.06 0.08
H 16.608223 31.675616 -35.070980 0.12 0.20 -0.32 0.07
H 14.862315 31.390268 -35.227346 0.04 0.07 0.19 0.06
H 15.285280 30.718168 -37.416886 0.00 -0.04 0.02 0.09
C 14.320380 23.609505 -33.743314 0.65 0.06 0.40 -0.16
O 12.962833 23.302366 -33.503272 -0.04 0.13 -0.17 -0.11
H 14.506660 24.689496 -33.762487 -0.09 0.03 -0.19 0.06
H 14.911730 23.219551 -32.911492 -0.21 -0.10 0.08 0.07
H 14.744051 23.147090 -34.637006 -0.27 0.05 -0.15 0.09
H 12.467727 23.557691 -34.288933 -0.06 -0.13 0.07 0.09
C 12.410365 35.670822 -33.074864 0.42 0.50 -0.67 -0.16
O 11.743221 36.795595 -32.536962 -0.38 -0.31 0.60 -0.11
H 13.469247 35.929112 -33.194666 0.10 -0.26 -0.11 0.08
H 12.342256 34.807749 -32.416319 -0.24 0.16 0.26 0.06
H 12.024737 35.397321 -34.059625 0.01 -0.09 0.00 0.07
H 11.535233 37.429034 -33.227061 0.10 -0.07 -0.14 0.08
C 10.798562 28.528628 -27.900932 -0.80 -1.07 -0.75 -0.07
O 12.051119 28.808186 -27.246468 0.87 1.00 0.23 -0.21
H 10.018543 28.239932 -27.198187 0.15 0.49 0.31 0.11
H 10.497429 29.366085 -28.520722 0.15 0.25 0.28 0.08
H 10.897904 27.657793 -28.558733 0.37 0.13 -0.02 0.09
H 12.146335 28.250757 -26.464521 -0.13 0.01 -0.06 0.12
C 7.845724 31.708927 -31.482488 -1.10 0.07 0.43 -0.16
O 6.557005 32.103325 -31.010062 0.18 -0.03 0.22 -0.12
H 7.695066 31.120986 -32.392286 0.54 0.16 -0.19 0.08
H 8.492111 32.579702 -31.595743 0.19 -0.18 -0.29 0.07
H 8.242514 31.060352 -30.699448 0.18 0.02 -0.09 0.06
H 6.232473 32.853010 -31.515706 0.05 -0.02 -0.08 0.08
C 14.546718 26.561794 -28.553513 0.09 -0.13 0.47 -0.06
O 13.879301 27.735966 -29.053511 -0.04 0.29 0.08 -0.25
H 13.865113 25.718697 -28.639762 0.15 -0.04 -0.08 0.09
H 15.483618 26.374375 -29.079563 -0.16 0.03 -0.23 0.08
H 14.782985 26.679793 -27.491864 -0.10 0.17 -0.04 0.10
H 13.246131 27.397628 -29.739749 0.03 0.14 0.07 0.08
C 9.607175 33.716458 -34.771249 0.42 0.25 0.27 -0.14
O 9.815819 34.392025 -36.000797 0.25 -0.15 -0.04 -0.12
H 8.741649 33.058549 -34.826184 -0.07 0.05 0.27 0.09
H 10.496773 33.129293 -34.529897 -0.03 -0.20 -0.44 0.06
H 9.578702 34.435870 -33.946118 -0.61 -0.01 -0.02 0.08
H 8.984148 34.607341 -36.428499 -0.06 0.01 0.08 0.10
C 17.001351 29.021739 -29.527764 -0.12 -0.06 -0.86 -0.06
O 15.736052 29.673209 -29.838385 0.04 0.72 1.48 -0.27
H 17.800953 29.738629 -29.346143 -0.17 0.11 0.21 0.10
H 16.869646 28.347842 -28.684691 -0.04 0.04 0.04 0.08
H 17.244329 28.451906 -30.425155 0.18 -0.29 0.26 0.08
H 15.873648 30.216396 -30.665239 -0.54 0.30 -0.07 0.05
C 11.318225 33.284094 -28.870842 -0.78 0.46 -0.41 -0.17
O 10.670113 34.411339 -28.290565 0.40 -0.48 -0.09 -0.09
H 10.726199 32.379964 -28.702412 0.17 -0.06 0.22 0.07
H 11.364485 33.416394 -29.953751 0.35 -0.19 0.04 0.07
H 12.342870 33.181374 -28.487828 0.03 0.00 0.09 0.06
H 10.370055 34.951441 -29.025911 -0.07 0.24 0.19 0.08
C 12.055693 24.639406 -30.362796 -1.62 0.61 -0.45 -0.09
O 12.158927 26.077643 -30.549339 0.51 0.00 -0.22 -0.19
H 11.257891 24.526736 -29.626001 0.43 -0.59 0.41 0.09
H 11.654094 24.206384 -31.279460 0.38 -0.14 -0.09 0.08
H 12.983426 24.135880 -30.118496 0.16 0.33 0.18 0.08
H 11.431010 26.311504 -31.171815 0.41 0.19 0.33 0.04
C 12.896123 32.693277 -36.979104 -0.59 0.39 0.06 -0.16
O 12.460827 34.031951 -36.798129 -0.04 -0.17 0.27 -0.13
H 12.642881 32.089600 -36.093828 0.19 -0.10 -0.09 0.06
H 12.390421 32.252212 -37.847058 0.26 -0.13 0.01 0.09
H 13.973015 32.717392 -37.126104 -0.04 -0.10 -0.06 0.06
H 11.507850 34.017103 -36.601073 0.23 0.24 -0.23 0.02
C 16.919663 24.894151 -31.339102 -1.26 -1.60 0.16 -0.16
O 17.712037 25.990522 -30.944770 -0.14 0.18 0.09 -0.13
H 16.879559 24.717722 -32.413838 0.45 0.57 -0.10 0.08
H 17.204097 23.926577 -30.914708 0.60 0.24 0.09 0.10
H 15.867894 24.966550 -31.027142 0.04 0.55 0.02 0.06
H 18.137278 25.789605 -30.106778 0.17 -0.10 -0.13 0.10
C 19.084200 27.998481 -33.502427 0.22 0.60 -0.20 -0.16
O 18.285281 26.849617 -33.594816 -0.43 -0.20 0.14 -0.12
H 19.137405 28.453913 -34.494632 0.04 -0.15 0.05 0.09
H 18.653740 28.770961 -32.845689 0.01 -0.22 0.04 0.04
H 20.110822 27.797963 -33.173466 -0.13 -0.11 0.03 0.09
H 18.029822 26.574614 -32.702609 0.41 0.13 -0.19 0.01
C 15.150317 35.390356 -30.457526 0.67 0.57 -1.28 -0.12
O 14.705772 34.118102 -30.943046 0.05 -0.13 0.94 -0.16
H 16.239089 35.466387 -30.547814 0.01 -0.07 0.25 0.08
H 14.757354 36.165701 -31.120316 -0.17 0.15 0.31 0.08
H 14.870492 35.622736 -29.435400 -0.34 -0.53 0.04 0.08
H 14.814828 34.128781 -31.895666 -0.16 0.20 -0.09 0.05
C 9.370338 28.060551 -32.438181 0.01 0.42 -0.72 -0.12
O 9.913408 26.810288 -31.997206 -0.67 0.39 0.54 -0.12
H 10.041296 28.468430 -33.194150 0.03 -0.08 0.03 0.08
H 8.395621 27.924735 -32.910491 0.05 -0.14 0.00 0.10
H 9.240952 28.815852 -31.656358 0.18 -0.26 0.24 0.07
H 9.214655 26.463175 -31.424313 0.30 -0.38 -0.12 0.10
```
Forces are in eV/Å.

Results
Relative energy (zero: lowest compared OMol25 entry of this formula, charge and spin) ... 0.0 kJ/mol
LUMO level ... -7.8068 eV
Total energy ... -67906.57221 eV
Charge ... +2
Kohn-Sham gap ... 5.18 eV